Run 1
{
  "formula": "C3H10NOS",
  "method": "ωB97M-V/def2-TZVPD",
  "total_charge": -1,
  "gap_ev": 6.99,
  "e_lumo_ev": 4.12,
  "species": ["C", "C", "S", "H", "H", "H", "H", "H", "H", "N", "C", "O", "H", "H", "H", "H"],
  "coordinates": [[1.7449, 1.5310, 1.7808], [1.7003, 0.5985, 0.5061], [1.0640, -1.2125, 0.5443], [1.5903, 2.6227, 1.6963], [1.4305, 0.9390, 2.7415], [2.8939, 1.4599, 1.9454], [2.6841, 0.4889, -0.0303], [1.1570, 1.0807, -0.3449], [-0.5803, 0.3538, 0.4210], [-1.9908, -0.1048, -2.3523], [-1.9649, -0.3611, -0.9097], [-1.5560, 0.4963, -0.0221], [-2.9743, -0.0876, -2.6465], [-1.6078, 0.7097, -2.7205], [-1.1137, -1.1911, -0.7135], [-3.0016, -0.8234, -0.6778]]
}

=====

Run 2
{
  "formula": "C3H10NOS",
  "method": "ωB97M-V/def2-TZVPD",
  "total_charge": -1,
  "gap_ev": 6.40,
  "e_lumo_ev": 3.46,
  "species": ["C", "S", "C", "H", "H", "H", "H", "H", "H", "N", "C", "O", "H", "H", "H", "H"],
  "coordinates": [[1.0557, -1.0550, -1.4772], [2.3276, -1.0333, -0.1422], [2.0264, 0.5825, 0.6050], [0.5737, -0.0948, -1.2223], [1.5802, -0.8377, -2.4108], [0.3523, -1.8704, -1.5477], [2.9899, 1.0945, 0.7244], [1.6716, 0.4508, 1.6306], [1.3327, 1.1891, 0.0235], [-2.8567, -0.0347, 0.8588], [-1.3713, 0.2468, 0.5759], [-1.0985, 0.7043, -0.6408], [-3.2373, -0.5050, 0.0382], [-3.2566, 0.8976, 0.7821], [-0.8961, -0.7335, 0.8200], [-1.1935, 0.9987, 1.3824]]
}

=====

Run 3
{
  "formula": "C3H10NOS",
  "method": "ωB97M-V/def2-TZVPD",
  "total_charge": -1,
  "gap_ev": 6.92,
  "e_lumo_ev": 4.03,
  "species": ["C", "C", "C", "S", "N", "H", "H", "H", "H", "H", "H", "H", "H", "H", "H", "O"],
  "coordinates": [[0.1367, -0.4668, -1.2724], [-0.9370, -0.2810, -0.2081], [-0.4020, 0.2893, 1.1229], [0.5503, 1.8252, 0.9759], [-2.0411, 0.5849, -0.6548], [0.9265, -1.1061, -0.8840], [0.5497, 0.5013, -1.5659], [-0.2854, -1.0163, -2.1148], [-1.3813, -1.2474, 0.0305], [-1.2943, 0.4105, 1.7353], [0.1812, -0.5138, 1.5773], [-1.7245, 1.5493, -0.5487], [-2.1553, 0.4745, -1.6589], [2.4346, -1.0912, 1.2097], [2.4143, 0.4226, 1.0372], [3.0275, -0.3349, 1.2190]]
}

=====

Run 4
{
  "formula": "C3H10NOS",
  "method": "ωB97M-V/def2-TZVPD",
  "total_charge": -1,
  "gap_ev": 5.94,
  "e_lumo_ev": 3.37,
  "species": ["C", "S", "C", "H", "H", "H", "H", "H", "H", "N", "C", "O", "H", "H", "H", "H"],
  "coordinates": [[-3.1489, -1.0051, 1.0235], [-1.7235, -0.0243, 1.7108], [-1.2069, 0.7238, 0.1591], [-3.4151, -1.0535, -0.0296], [-3.9682, -0.6965, 1.6518], [-2.7155, -2.0680, 1.1919], [-0.4063, 1.4749, 0.3742], [-0.8830, -0.0776, -0.4738], [-2.1399, 1.1876, -0.3661], [3.6744, 0.5112, -0.4179], [2.5003, -0.0277, -1.1226], [1.2909, -0.1157, -0.4277], [3.4419, 1.5133, -0.1534], [3.4262, 0.0118, 0.4131], [2.3080, 0.5451, -2.0566], [2.9658, -0.8993, -1.4767]]
}

=====

Stability comparison, relative energies in eV: run 1 2.802; run 2 1.980; run 3 0.000; run 4 2.995

=====

Run 1
{
  "formula": "C8H12N2",
  "method": "ωB97M-V/def2-TZVPD",
  "total_charge": 0,
  "gap_ev": 8.95,
  "e_lumo_ev": 0.71,
  "smiles": "[H]/N=C(C)\\C(C)=C(\\C)N=C=C",
  "species": ["H", "N", "C", "C", "C", "C", "C", "C", "N", "C", "C", "H", "H", "H", "H", "H", "H", "H", "H", "H", "H", "H"],
  "coordinates": [[0.4431, 0.1889, -3.0609], [-0.5917, 0.1702, -2.7390], [-0.7608, 0.5908, -1.5130], [-2.2380, 0.9440, -1.3701], [-0.0322, 0.9832, 0.1667], [-0.0009, 2.3556, 0.7314], [0.2888, -0.1987, 0.7267], [0.9881, -0.2903, 2.1244], [0.1500, -1.3568, -0.0027], [0.7158, -2.4031, -0.1594], [1.4830, -3.4243, -0.2274], [-2.7116, 0.3200, -0.6439], [-2.7778, 0.7721, -2.3104], [-2.2796, 1.9124, -0.9965], [-0.8348, 2.9609, 0.1993], [0.9315, 2.8657, 0.3666], [-0.0322, 2.2025, 1.8123], [0.4313, -0.2892, 3.0114], [1.6426, 0.7346, 2.2909], [1.7005, -1.0927, 2.2384], [1.3914, -4.3044, 0.4464], [2.0936, -3.6414, -1.0910]]
}

=====

Run 2
{
  "formula": "C8H12N2",
  "method": "ωB97M-V/def2-TZVPD",
  "total_charge": 0,
  "gap_ev": 9.41,
  "e_lumo_ev": 0.76,
  "species": ["C", "C", "C", "C", "C", "C", "C", "C", "H", "H", "H", "H", "H", "H", "H", "H", "H", "H", "H", "H", "N", "N"],
  "coordinates": [[2.7741, -0.0395, 0.9124], [1.3188, 0.0064, 0.4162], [-0.2520, 1.0921, -0.9068], [-0.8454, 2.2027, -1.7209], [-1.1342, -0.1246, -0.5994], [-2.5637, -0.0982, -0.9353], [0.3873, -0.9526, 0.7910], [0.5039, -2.0565, 1.8159], [3.3199, 0.8846, 0.4831], [3.1579, -0.8830, 0.4718], [2.8557, -0.0978, 2.0063], [-0.1073, 2.8929, -1.8106], [-1.5099, 2.8566, -1.0135], [-1.0261, 2.0099, -2.7158], [-2.6647, -1.3594, -1.1124], [-2.7208, 0.5050, -2.1421], [-3.1614, 0.5835, -0.1923], [-0.4755, -2.4811, 2.1152], [1.1183, -2.9883, 1.5225], [0.8721, -1.9342, 2.9496], [0.9950, 1.0850, -0.4412], [-0.8422, -1.1033, 0.1064]]
}

=====

Stability comparison, relative energies in eV: run 1 1.742; run 2 0.000

=====

Run 1
{
  "formula": "C3H9NSi",
  "method": "ωB97M-V/def2-TZVPD",
  "total_charge": 0,
  "gap_ev": 8.72,
  "e_lumo_ev": 0.74,
  "smiles": "C=[SiH]C.C=N",
  "species": ["C", "Si", "C", "H", "H", "H", "H", "H", "H", "C", "N", "H", "H", "H"],
  "coordinates": [[2.8395, 1.2745, 0.1840], [1.4318, 0.1693, 0.1835], [1.7692, -1.6610, -0.0948], [3.8459, 0.8405, 0.2776], [2.9271, 2.3066, 0.5065], [-0.0413, 0.1258, 0.4964], [2.2579, -1.8864, -1.0358], [2.6371, -1.7156, 0.7055], [1.2901, -2.5091, 0.2472], [-3.9882, 0.6429, 0.0687], [-2.9028, 0.6316, -0.5745], [-4.1467, 1.0458, 1.0374], [-4.8613, 0.2861, -0.4882], [-3.0583, 0.4491, -1.5136]]
}

=====

Run 2
{
  "formula": "C3H9NSi",
  "method": "ωB97M-V/def2-TZVPD",
  "total_charge": 0,
  "gap_ev": 7.92,
  "e_lumo_ev": 0.38,
  "species": ["C", "C", "C", "N", "Si", "H", "H", "H", "H", "H", "H", "H", "H", "H"],
  "coordinates": [[-2.9577, 0.5609, 0.4773], [-2.3043, 0.3671, -0.6582], [2.0978, -0.2167, 1.2583], [1.6952, -0.2562, -0.1625], [0.5329, 0.9612, -0.6387], [-3.9793, 0.7026, 0.5273], [-2.3786, 0.4521, 1.4721], [-2.7919, 0.3230, -1.6403], [1.7900, -0.9743, 1.9503], [3.2077, -0.1495, 1.1940], [1.8325, 0.7370, 1.7918], [2.2032, -0.8888, -0.7152], [1.0135, 1.4509, -2.0398], [0.1039, 1.6999, 0.5163]]
}

=====

Run 3
{
  "formula": "C3H9NSi",
  "method": "ωB97M-V/def2-TZVPD",
  "total_charge": 0,
  "gap_ev": [7.78, 7.78],
  "e_lumo_ev": [0.35, 0.35],
  "species": ["C", "C", "C", "N", "Si", "H", "H", "H", "H", "H", "H", "H", "H", "H"],
  "coordinates": [[1.4938, 1.5726, -0.2767], [-1.4119, 0.0068, -1.4788], [-0.4411, -1.3317, 1.8479], [1.8875, 0.1522, -0.8461], [0.1977, 0.2052, -0.5044], [1.7501, 1.6596, 0.8458], [1.8200, 2.3858, -0.9140], [-1.1342, -0.0933, -2.5723], [-2.0344, -0.7516, -1.0545], [-2.1692, 0.8674, -1.2233], [0.3579, -2.1197, 1.8838], [-0.7280, -0.9180, 2.7677], [-1.2820, -1.4366, 1.1542], [2.4537, 0.0540, -1.6941]]
}

=====

Stability comparison, relative energies in eV: run 1 0.000; run 2 0.366; run 3 0.431

=====

Run 1
{
  "formula": "C2H6O2",
  "method": "ωB97M-V/def2-TZVPD",
  "total_charge": 0,
  "gap_ev": 11.89,
  "e_lumo_ev": 1.08,
  "smiles": "C1CO1.O",
  "species": ["C", "C", "O", "H", "H", "H", "H", "O", "H", "H"],
  "coordinates": [[-1.1360, -0.5204, -0.0082], [0.0223, -0.7804, 0.8438], [-0.5408, 0.5311, 0.7479], [-2.1280, -0.8192, 0.3276], [-0.9952, -0.4424, -1.0844], [-0.1156, -1.2595, 1.8116], [1.0056, -0.8848, 0.3886], [1.4345, 1.0482, -1.1405], [0.7641, 1.1977, -0.4515], [1.6890, 1.9299, -1.4349]]
}

=====

Run 2
{
  "formula": "C2H6O2",
  "method": "ωB97M-V/def2-TZVPD",
  "total_charge": 0,
  "gap_ev": 10.98,
  "e_lumo_ev": 0.88,
  "smiles": "C=O.CO",
  "species": ["C", "O", "H", "H", "C", "O", "H", "H", "H", "H"],
  "coordinates": [[-1.7297, 0.9887, -1.8709], [-2.3086, 0.9064, -0.8258], [-0.6451, 0.7448, -1.8953], [-2.3057, 1.1732, -2.7216], [0.7170, -0.7003, 1.1874], [1.9080, 0.0886, 1.2716], [0.0337, 0.0480, 1.1107], [0.7948, -1.2872, 0.2724], [0.7542, -1.4340, 2.1006], [2.7813, -0.5282, 1.3707]]
}

=====

Run 3
{
  "formula": "C2H6O2",
  "method": "ωB97M-V/def2-TZVPD",
  "total_charge": 0,
  "gap_ev": 11.14,
  "e_lumo_ev": 0.81,
  "smiles": "C=O.CO",
  "species": ["C", "O", "H", "H", "C", "O", "H", "H", "H", "H"],
  "coordinates": [[3.2583, 2.5343, 0.0380], [3.6084, 1.4058, 0.2541], [3.8790, 3.2048, -0.5776], [2.2824, 2.9200, 0.3907], [-2.8165, -1.2189, -0.1364], [-3.3248, -2.5221, -0.0378], [-3.0948, -0.6268, -1.0249], [-3.2344, -0.5955, 0.6570], [-1.7277, -1.1140, -0.0670], [-3.2389, -2.9305, -0.8772]]
}

=====

Run 4
{
  "formula": "C2H6O2",
  "method": "ωB97M-V/def2-TZVPD",
  "total_charge": 0,
  "gap_ev": 11.29,
  "e_lumo_ev": 0.78,
  "smiles": "CC=O.O",
  "species": ["C", "C", "O", "H", "H", "H", "H", "O", "H", "H"],
  "coordinates": [[1.4005, -0.7494, -0.4357], [0.5127, -0.4743, 0.7304], [-0.5265, 0.1343, 0.6489], [1.0913, -0.0592, -1.1954], [1.4014, -1.7605, -0.5813], [2.4954, -0.6394, -0.1375], [0.8372, -1.0344, 1.6533], [-2.6402, 1.8941, -0.2113], [-1.7309, 1.6156, 0.1445], [-2.8409, 1.0732, -0.6159]]
}

=====

Stability comparison, relative energies in eV: run 1 0.562; run 2 1.408; run 3 0.776; run 4 0.000

=====

Run 1
{
  "formula": "C2H6O2",
  "method": "ωB97M-V/def2-TZVPD",
  "total_charge": 0,
  "gap_ev": 11.79,
  "e_lumo_ev": 1.04,
  "smiles": "C1CO1.O",
  "species": ["C", "C", "O", "H", "H", "H", "H", "O", "H", "H"],
  "coordinates": [[1.2712, -0.4147, -0.4520], [0.4407, 0.6506, 0.0944], [0.3161, -0.7379, 0.5333], [2.3036, -0.5295, -0.1476], [1.0227, -0.7862, -1.4440], [0.7572, 1.2994, 0.9061], [-0.3608, 1.0474, -0.5296], [-2.1789, -0.1531, 0.0445], [-1.4019, -0.7321, 0.1447], [-2.1679, 0.3225, 0.8818]]
}

=====

Run 2
{
  "formula": "C2H6O2",
  "method": "ωB97M-V/def2-TZVPD",
  "total_charge": 0,
  "gap_ev": 8.12,
  "e_lumo_ev": 0.47,
  "species": ["O", "C", "C", "O", "H", "H", "H", "H", "H", "H"],
  "coordinates": [[-1.3689, 1.4375, -0.3976], [-0.8633, 0.1802, -0.1513], [0.9662, -1.2817, 0.4984], [0.5914, 0.2457, -0.1140], [-1.1581, 1.6736, -1.3099], [-1.2282, -0.1776, 0.8111], [-1.0567, -0.5675, -0.9241], [1.5574, -0.9293, 1.3630], [1.7094, -1.5371, -0.2728], [0.8508, 0.9562, 0.4971]]
}

=====

Stability comparison, relative energies in eV: run 1 0.000; run 2 2.678

=====

Run 1
{
  "formula": "C7H14",
  "method": "ωB97M-V/def2-TZVPD",
  "total_charge": 0,
  "gap_ev": 8.68,
  "e_lumo_ev": 0.90,
  "species": ["C", "C", "C", "C", "C", "C", "C", "H", "H", "H", "H", "H", "H", "H", "H", "H", "H", "H", "H", "H", "H"],
  "coordinates": [[0.8781, 1.0791, 1.3723], [0.4353, 0.9507, -0.0846], [1.2123, 0.2074, -1.1071], [1.9702, -0.9678, -0.5577], [-0.7181, -0.0459, -0.4683], [-1.0299, -1.1833, 0.4997], [-1.9847, 0.6917, -0.8936], [0.1886, 1.7226, 1.9306], [1.8638, 1.5605, 1.4091], [0.9551, 0.1280, 1.9053], [0.1582, 1.9488, -0.4455], [-0.3354, -0.5129, -1.4216], [3.0121, -0.6287, -0.6503], [1.8905, -1.8489, -1.2046], [1.8183, -1.2709, 0.4887], [-1.7583, -1.8501, 0.0232], [-1.4727, -0.8174, 1.4331], [-0.1564, -1.7904, 0.7533], [-1.7586, 1.5120, -1.5806], [-2.6830, 0.0089, -1.3912], [-2.4854, 1.1066, -0.0102]]
}

=====

Run 2
{
  "formula": "C7H14",
  "method": "ωB97M-V/def2-TZVPD",
  "total_charge": 0,
  "gap_ev": 10.18,
  "e_lumo_ev": 1.09,
  "smiles": "C=C(CC)CCC",
  "species": ["C", "C", "C", "C", "C", "C", "C", "H", "H", "H", "H", "H", "H", "H", "H", "H", "H", "H", "H", "H", "H"],
  "coordinates": [[0.3392, 0.4248, 2.1527], [0.2572, 0.4730, 0.8153], [-0.7206, 1.4878, 0.2365], [0.1190, 2.6768, -0.2477], [0.7406, -0.5952, -0.1574], [-0.3959, -1.6333, -0.2418], [-0.1705, -2.5064, -1.5629], [0.9426, -0.2808, 2.6928], [-0.1342, 1.1994, 2.7320], [-1.3927, 1.7910, 1.0367], [-1.4659, 1.2646, -0.5362], [-0.3757, 3.6192, -0.4809], [1.0297, 2.8281, 0.3285], [0.6753, 2.3110, -1.1461], [1.5772, -1.0841, 0.3500], [1.1129, -0.2017, -1.0883], [-1.4207, -1.2801, -0.1211], [-0.3343, -2.3214, 0.5980], [0.4485, -3.3583, -1.3130], [0.3834, -1.9969, -2.3485], [-1.2152, -2.8174, -1.6985]]
}

=====

Run 3
{
  "formula": "C7H14",
  "method": "ωB97M-V/def2-TZVPD",
  "total_charge": 0,
  "gap_ev": 8.79,
  "e_lumo_ev": 1.04,
  "smiles": "C[C@@H]1[C@H](C)C1(C)C",
  "species": ["C", "C", "C", "C", "C", "C", "C", "H", "H", "H", "H", "H", "H", "H", "H", "H", "H", "H", "H", "H", "H"],
  "coordinates": [[-0.0198, -2.3836, -0.2242], [-0.5403, -1.0369, 0.2106], [-0.6640, 0.1666, -0.6637], [0.2495, 0.1146, -1.8944], [0.0295, 0.5567, 0.5783], [1.2937, 1.3666, 0.5374], [-0.9574, 1.0607, 1.6462], [-0.7001, -2.9060, -0.9192], [0.0061, -3.0107, 0.6705], [0.9652, -2.3562, -0.6870], [-0.5093, -0.9274, 1.2867], [-1.6070, 0.6754, -0.8719], [0.6044, 1.1226, -2.1373], [-0.2719, -0.2802, -2.7704], [1.1426, -0.5045, -1.7412], [1.7178, 1.5277, 1.5344], [1.0158, 2.3571, 0.1413], [2.0583, 0.9456, -0.1138], [-1.8765, 0.4606, 1.6465], [-0.5590, 1.0487, 2.6707], [-1.2513, 2.0915, 1.4134]]
}

=====

Run 4
{
  "formula": "C7H14",
  "method": "ωB97M-V/def2-TZVPD",
  "total_charge": 0,
  "gap_ev": 9.90,
  "e_lumo_ev": 1.15,
  "smiles": "C/C=C\\C.C=CC",
  "species": ["C", "C", "C", "C", "H", "H", "H", "H", "H", "H", "H", "H", "C", "C", "C", "H", "H", "H", "H", "H", "H"],
  "coordinates": [[-2.4493, -0.1187, 0.8116], [-1.8332, 0.0844, -0.5431], [-0.8816, 0.9613, -0.8609], [-0.2194, 1.9424, 0.0661], [-1.8452, 0.3188, 1.6127], [-3.4450, 0.3394, 0.8631], [-2.5771, -1.1857, 1.0282], [-2.2024, -0.5703, -1.3328], [-0.5271, 0.9725, -1.8911], [0.8246, 2.1071, -0.2216], [-0.2276, 1.6036, 1.1074], [-0.7221, 2.9173, 0.0347], [0.8231, -1.8679, -0.6214], [1.9239, -1.1250, -0.6120], [2.4387, -0.3935, 0.5955], [0.4771, -2.3753, -1.5177], [0.2053, -1.9744, 0.2689], [2.5037, -1.0262, -1.5295], [1.6411, -0.2355, 1.3294], [3.2406, -0.9596, 1.0850], [2.8520, 0.5852, 0.3274]]
}

=====

Stability comparison, relative energies in eV: run 1 2.127; run 2 0.130; run 3 1.621; run 4 0.000